Entry 1:
The following is a quantum chemistry calculation of C29H29BN9O2S3Sn as an isolated structure, from OMol25.

Last column: Löwdin charge in e.
CARTESIAN COORDINATES (ANGSTROEM)
Sn (0.078, -0.177, -0.149)  0.9854
S (0.611, -2.377, 1.285)  0.6232
S (2.201, -0.293, -1.702)  0.6056
S (-0.846, 4.388, 6.479)  1.0576
O (0.116, 2.957, -2.092)  0.0962
O (-1.457, -1.932, -1.677)  -0.1970
N (0.420, 4.114, 5.521)  -0.2187
N (1.540, -2.757, -2.618)  -0.1121
N (2.097, -1.293, 3.254)  -0.1201
N (-1.871, 3.364, 5.775)  -0.2181
N (-2.046, 1.898, -0.974)  -0.0157
N (1.117, 1.257, 1.665)  0.0319
N (3.273, -1.732, 1.459)  0.0123
N (2.798, -2.803, -0.826)  -0.0383
N (-1.444, 0.388, 1.973)  0.0126
C (-1.261, 2.771, 4.758)  -0.2964
C (0.385, 1.752, 2.672)  -0.1534
C (-1.812, 1.798, 3.864)  -0.0767
C (2.266, 3.074, 3.421)  0.0345
C (4.095, -1.153, 2.379)  -0.0547
C (1.022, -1.292, 4.204)  -0.0284
C (0.931, 2.687, 3.575)  -0.0746
C (-4.216, 1.841, -1.907)  0.0031
C (-3.121, 1.315, 3.965)  0.0306
C (2.466, -4.086, -1.143)  -0.0596
C (-0.988, 1.303, 2.830)  -0.1852
C (2.364, 1.657, 1.511)  -0.1231
C (2.209, -2.008, -1.718)  -0.7478
C (-2.868, 1.485, -1.931)  -0.2716
C (-2.957, -0.731, -3.160)  -0.1555
C (-2.818, -1.601, -1.914)  -0.2434
C (0.896, -2.288, -3.810)  -0.0302
C (2.059, -1.798, 1.996)  -0.7025
C (-2.493, 2.681, -0.003)  -0.1417
C (1.693, -4.068, -2.256)  -0.0300
C (-4.691, 2.642, -0.885)  -0.0368
C (-2.674, -0.061, 2.081)  -0.1210
C (0.089, 3.208, 4.611)  -0.2941
C (3.378, -0.881, 3.496)  -0.0395
C (2.990, 2.556, 2.372)  -0.0062
C (-2.293, 0.643, -3.027)  -0.1275
C (0.019, 2.369, -1.126)  -0.1748
C (-3.562, 0.374, 3.060)  -0.0134
C (-3.809, 3.082, 0.093)  -0.0378
B (3.889, -2.394, 0.187)  -0.4437
H (3.664, -0.442, 4.429)  0.1269
H (-2.513, -1.251, -4.010)  0.1194
H (-3.393, -2.521, -2.066)  0.1289
H (-3.754, 1.695, 4.751)  0.1248
H (-5.727, 2.942, -0.859)  0.1140
H (2.680, 3.780, 4.125)  0.1258
H (2.795, -4.905, -0.541)  0.1276
H (-3.229, -1.066, -1.048)  0.1050
H (-4.122, 3.728, 0.897)  0.1099
H (-2.952, -0.814, 1.355)  0.1105
H (2.887, 1.243, 0.659)  0.0891
H (-1.414, -2.659, -1.044)  0.0767
H (0.354, -1.365, -3.605)  0.0586
H (0.908, -2.279, 4.660)  0.1069
H (4.017, 2.835, 2.204)  0.1205
H (0.087, -1.036, 3.704)  0.0560
H (-2.418, 1.177, -3.971)  0.1348
H (1.239, -0.563, 4.984)  0.1000
H (4.601, -1.593, -0.323)  0.0751
H (4.440, -3.384, 0.544)  0.0843
H (5.128, -0.987, 2.163)  0.1303
H (1.244, -4.864, -2.812)  0.1247
H (-1.222, 0.518, -2.845)  0.0830
H (1.636, -2.092, -4.590)  0.1074
H (-4.023, -0.616, -3.362)  0.1155
H (0.199, -3.047, -4.157)  0.0998
H (-1.742, 2.991, 0.710)  0.1075
H (-4.563, -0.024, 3.099)  0.1154
H (-4.872, 1.503, -2.691)  0.1185

Values from the calculation:
E_HOMO: -0.3497 Eh
LUMO energy: -3.3 eV
net charge: +1
Kohn-Sham gap: 6.2139 eV


Entry 2:
The following is a quantum chemistry calculation of an isolated ion of composition C12H15N2Se and charge +1, from OMol25.

Last column: natural (NBO) charge in e.
CARTESIAN COORDINATES (ANGSTROEM)
Se (-0.745, 1.020, -0.354)  0.2978
N (3.859, 0.492, -0.114)  -0.2678
N (2.027, -0.581, 0.280)  -0.3039
C (-5.181, -0.421, -0.173)  -0.2074
C (-4.932, 0.952, -0.349)  -0.1655
C (5.122, 1.156, 0.067)  -0.4312
C (3.177, 0.327, -1.334)  -0.0548
C (0.952, -1.290, 0.944)  -0.2377
C (-3.586, 1.373, -0.500)  -0.2378
C (3.199, -0.155, 0.788)  0.2643
C (-4.211, -1.318, -0.396)  -0.1926
C (2.037, -0.366, -1.099)  -0.0062
C (-2.573, 0.474, -0.491)  -0.1969
C (-2.852, -0.912, -0.422)  -0.2410
C (-0.167, -0.030, 1.230)  -0.5747
H (-5.650, 1.736, -0.337)  0.2291
H (-1.133, -0.540, 1.430)  0.2490
H (3.441, 0.959, -2.125)  0.2470
H (1.181, -1.879, 1.847)  0.2555
H (0.296, -1.847, 0.071)  0.2417
H (5.412, 1.478, 1.032)  0.2471
H (1.248, -0.692, -1.649)  0.2581
H (5.326, 1.917, -0.601)  0.2427
H (3.636, -0.414, 1.684)  0.2343
H (0.113, 0.683, 1.996)  0.2302
H (-6.113, -0.966, 0.069)  0.2348
H (5.989, 0.398, -0.114)  0.2301
H (-4.411, -2.354, -0.342)  0.2192
H (-2.030, -1.622, -0.651)  0.2072
H (-3.432, 2.419, -0.388)  0.2294

Values from the calculation:
E_HOMO: -0.4138 Eh
LUMO energy: -2.9 eV
net charge: +1
SMILES: Cn1cc[n+](CC[Se]c2ccccc2)c1
Kohn-Sham gap: 8.3223 eV


Entry 3:
The following is a quantum chemistry calculation of C29H44BrN3P2ReS as an isolated structure, from OMol25.

Last column: Mulliken spin population.
CARTESIAN COORDINATES (ANGSTROEM)
Re (0.446, 0.793, -0.950)  1.3501
Br (-1.181, -1.034, -0.281)  0.0266
S (1.166, 1.731, 1.188)  0.0790
P (-2.381, -3.143, -3.950)  0.6292
P (2.177, -0.609, -1.199)  0.0320
N (-1.114, 1.760, 2.748)  -0.0011
N (-1.012, 7.545, -8.214)  0.8046
N (0.590, 0.867, 3.756)  0.0004
C (0.659, 1.424, -2.817)  0.0233
C (-0.859, 5.834, -6.019)  -0.0496
C (-0.664, 7.219, -5.869)  0.1050
C (-1.206, 6.236, -8.379)  0.0007
C (2.894, -3.401, -0.693)  0.0022
C (-0.466, 0.888, 4.663)  -0.0010
C (-0.113, -4.653, -4.026)  0.0263
C (-2.997, -1.643, -6.321)  0.0340
C (-1.534, 1.443, 4.037)  -0.0007
C (-0.755, 8.036, -7.002)  -0.0024
C (0.184, 1.392, 2.566)  0.0100
C (-0.921, 3.113, -3.109)  0.0538
C (-0.553, 0.503, -2.612)  -0.4876
C (3.171, -0.421, -3.945)  0.0000
C (2.343, -1.221, -2.940)  0.0202
C (-3.192, -2.999, -2.308)  0.0810
C (-0.598, -3.265, -3.597)  0.0614
C (-0.726, 4.223, -3.910)  -0.0071
C (-1.136, 5.330, -7.312)  0.0980
C (1.891, 0.260, 4.025)  0.0019
C (-4.599, -3.603, -2.315)  0.0173
C (-2.588, -1.573, -4.851)  0.0770
C (-1.832, 0.861, -3.015)  0.1621
C (-0.763, 4.975, -4.874)  0.0555
C (-1.981, 2.217, -3.338)  -0.1708
C (2.153, -2.162, -0.175)  0.0162
C (5.051, -0.836, -0.912)  0.0067
C (3.840, 0.100, -0.827)  0.0164
C (0.266, 2.756, -2.419)  -0.1754
H (5.973, -0.260, -0.750)  0.0016
H (2.966, 0.654, -3.943)  -0.0009
H (-0.266, -5.395, -3.235)  -0.0018
H (2.532, -1.869, 0.817)  0.0010
H (-0.611, 9.114, -6.913)  0.0247
H (-1.286, 4.266, -7.497)  0.0086
H (-2.146, -1.881, -6.965)  -0.0016
H (-0.436, 7.657, -4.898)  0.0087
H (1.088, -2.395, -0.028)  0.0006
H (-3.379, -0.660, -6.624)  -0.0002
H (-0.092, -2.475, -4.164)  -0.0050
H (2.933, -0.790, -4.952)  0.0011
H (5.155, -1.315, -1.893)  0.0002
H (1.002, 3.498, -2.101)  -0.0109
H (-1.421, 5.887, -9.393)  0.0237
H (-4.955, -3.758, -1.290)  0.0007
H (1.383, 1.264, -3.610)  -0.0043
H (2.131, 0.429, 5.080)  0.0001
H (-3.366, -1.029, -4.310)  -0.0084
H (4.249, -0.563, -3.807)  -0.0011
H (-2.663, 0.157, -3.034)  0.0344
H (-1.673, 2.179, 2.011)  -0.0012
H (-5.305, -2.934, -2.819)  -0.0007
H (3.973, 0.945, -1.516)  0.0073
H (1.306, -1.316, -3.298)  -0.0302
H (-0.432, -3.059, -2.531)  0.0179
H (3.037, -4.112, 0.134)  0.0018
H (-2.527, 1.654, 4.399)  0.0002
H (-2.561, -3.528, -1.582)  -0.0015
H (-3.203, -1.941, -2.021)  0.0345
H (3.773, 0.540, 0.179)  0.0054
H (1.858, -0.825, 3.857)  -0.0004
H (-4.602, -4.575, -2.824)  -0.0036
H (2.731, -2.242, -2.853)  0.0012
H (5.031, -1.619, -0.148)  -0.0005
H (0.952, -4.629, -4.279)  0.0037
H (-0.665, -4.985, -4.914)  -0.0022
H (3.890, -3.173, -1.088)  -0.0002
H (2.320, -3.931, -1.465)  0.0003
H (-1.645, -1.027, -4.753)  0.0120
H (-3.787, -2.381, -6.483)  -0.0041
H (2.645, 0.715, 3.377)  -0.0003
H (-2.880, 2.593, -3.837)  -0.0058
H (-0.347, 0.527, 5.673)  0.0000

Values from the calculation:
E_HOMO (alpha / beta): -0.6700 / -0.6742 Eh
LUMO energy (alpha / beta): -12.7 / -13.7 eV
net charge: +4
Kohn-Sham gap (alpha / beta): 5.5541 / 4.6558 eV
<S²>: 4.14
spin multiplicity: 4


In the order shown, the computed relative energy (zero: lowest compared OMol25 entry of this formula, charge and spin) values come out to 0.0 0.0 2.4 kcal per mole.